1.
This record from OMol25 describes C9H21N3OP2Tc as an isolated structure at a distorted geometry. The level of theory is ωB97M-V with the def2-TZVPD basis set.

The geometry in XYZ format:
```
37
Properties=species:S:1:pos:R:3:forces:R:3:nbo_charge:R:1
Tc -0.442925 -0.115263 0.110885 0.2 2.5 -0.2 -0.18
H -0.391832 1.520418 0.849063 1.5 -0.3 0.0 0.16
H 0.470291 1.237690 0.891784 -0.4 0.3 0.8 0.05
P 0.211372 1.327302 -1.615993 0.7 1.3 -2.7 1.18
P 0.666935 -1.648196 1.457116 0.5 -1.7 1.8 1.19
C -0.260735 -3.213207 1.487114 -0.1 0.0 -0.3 -0.95
H 0.172620 -3.858220 2.263579 -0.1 0.1 -0.2 0.27
H -1.317156 -3.024190 1.712566 0.2 -0.1 0.0 0.25
H -0.188473 -3.704887 0.509688 0.0 0.0 0.2 0.26
C 2.384280 -2.238687 1.383087 0.2 0.3 -0.6 -0.94
H 3.079184 -1.403354 1.536260 -0.1 -0.2 0.0 0.26
H 2.543611 -2.992734 2.169926 -0.2 0.3 -0.3 0.27
H 2.586421 -2.686451 0.402109 0.0 0.1 0.2 0.26
C 0.561467 -1.165870 3.215771 0.0 0.3 -0.1 -0.95
H -0.472640 -0.923628 3.484013 0.2 -0.1 0.0 0.24
H 0.910148 -2.010522 3.825372 -0.1 0.3 -0.1 0.26
H 1.191764 -0.288953 3.405761 -0.1 -0.2 0.0 0.26
C 1.839578 1.175486 -2.434044 0.0 -0.3 0.4 -0.94
H 1.902067 1.927579 -3.232585 0.0 -0.2 0.2 0.26
H 2.635982 1.349311 -1.699961 -0.1 -0.1 -0.2 0.26
H 1.952553 0.171947 -2.861862 0.0 0.2 0.1 0.26
C -0.890699 1.295535 -3.075074 -0.3 -0.3 0.1 -0.95
H -1.919178 1.523330 -2.768613 0.2 0.0 -0.1 0.25
H -0.546010 2.058683 -3.783869 -0.1 -0.2 0.2 0.27
H -0.872576 0.313070 -3.561850 0.0 0.3 0.1 0.26
C 0.191119 3.110773 -1.248292 -0.1 0.0 0.5 -0.95
H 0.961089 3.343398 -0.502110 -0.2 0.1 -0.2 0.26
H 0.405428 3.651204 -2.181833 -0.1 -0.2 0.3 0.27
H -0.795124 3.407251 -0.867665 0.3 0.0 -0.1 0.25
C -1.458348 -1.043327 -1.230861 -2.7 -4.1 -4.0 0.59
O -2.128208 -1.578875 -2.023768 2.3 2.2 2.8 -0.36
H 1.025626 -0.578336 -0.413279 0.5 -0.1 -0.2 0.03
N -1.999148 -0.051404 1.301913 -2.8 0.5 1.3 -0.53
C -3.091612 0.141289 1.696728 2.2 -1.2 -0.5 0.68
N -4.218783 0.130857 2.263428 -4.0 3.1 0.2 -0.50
C -5.150233 1.055332 2.088988 3.7 -1.8 0.0 0.62
N -6.062452 1.796074 2.021156 -1.1 -0.6 0.4 0.06
```
Positions in Å, forces in eV/Å.

Its HOMO energy (alpha / beta) is -15.2 / -16.3 eV. The value obtained for the HOMO-LUMO gap (alpha / beta) is 8.70 / 3.39 eV. As for the charge: +2. The calculation puts the LUMO energy (alpha / beta) at -6.505 / -12.962 eV. Its multiplicity is 4. The value obtained for the total energy is -1357.728041 a.u. For the maximum force, the calculation gives 6.36 eV Å⁻¹.

***

2.
This record from OMol25 describes C9H21O5PSi as an isolated structure at a distorted geometry. The level of theory is ωB97M-V with the def2-TZVPD basis set.

The geometry in XYZ format:
```
37
Properties=species:S:1:pos:R:3:forces:R:3:nbo_charge:R:1
O 1.931813 -1.364163 -0.909073 -0.5 -1.4 0.0 -0.61
O -2.324793 -0.243067 -0.520894 2.9 -1.4 -1.9 -1.05
O 0.573322 -1.894452 0.792643 -0.8 -1.2 -2.5 -0.50
O -0.343406 0.603475 -2.000351 0.0 -1.3 -0.3 -0.82
O -2.072140 -0.804403 -3.034306 1.7 -1.9 1.4 -0.80
C 0.876502 -1.838657 -0.522998 1.6 1.9 0.6 0.79
C 0.710001 0.364791 -2.952301 0.5 1.0 -0.8 -0.29
C -3.194642 0.010303 -3.055404 -2.8 -1.4 -1.8 -0.26
C 1.646226 -1.636258 1.647160 1.8 1.5 0.3 -0.08
C -0.954370 -0.046108 2.429892 0.0 -0.8 -0.2 -1.14
C 0.914272 2.182466 3.418369 1.0 -1.2 -0.5 -1.11
C 0.372945 1.877481 0.400837 -0.9 1.9 1.0 -1.16
C 2.020139 -0.143787 1.607798 0.0 -0.4 1.0 -0.91
C -0.228724 -2.157421 -1.448368 -2.2 -0.8 0.9 -0.89
Si 0.561246 0.959283 2.012924 0.2 0.6 0.1 1.64
P -1.320949 -0.646364 -1.592294 -1.7 1.8 -0.5 2.34
H 0.332352 0.230462 -3.953691 -0.6 -0.7 -0.2 0.19
H 1.394420 1.209144 -3.128046 -0.7 0.5 1.0 0.21
H 1.384334 -0.391055 -2.623951 0.1 -0.9 0.0 0.22
H -3.703333 -0.160723 -4.046102 0.7 0.6 0.8 0.19
H -3.928278 -0.276466 -2.310931 0.0 -0.1 0.2 0.20
H -2.917033 0.987878 -2.859477 0.3 2.2 -0.1 0.18
H 1.293890 -2.035620 2.573966 0.3 0.0 0.8 0.20
H 2.589880 -2.058506 1.312209 -0.3 -1.2 -0.1 0.20
H -1.570531 0.269487 3.246120 -0.5 1.0 0.3 0.24
H -0.715714 -1.042274 2.793368 0.5 -0.3 -0.2 0.23
H -1.562652 -0.219845 1.544832 -0.2 0.2 0.0 0.28
H 0.266586 3.039504 3.345954 0.5 0.9 -0.4 0.24
H 2.026898 2.259148 3.394904 -0.8 1.1 -0.2 0.23
H 0.737654 1.845861 4.417530 -0.3 -0.8 0.7 0.23
H -0.008834 1.215730 -0.407572 0.5 1.5 1.1 0.26
H 1.132630 2.644782 0.091248 0.1 -1.4 0.1 0.24
H -0.367366 2.639083 0.774517 -0.4 -0.7 -0.9 0.23
H 2.332009 0.022580 0.558932 0.1 0.3 1.0 0.27
H 2.860147 0.030558 2.320050 -0.3 -0.2 -0.6 0.24
H 0.136124 -2.521326 -2.432021 -0.4 0.4 0.7 0.29
H -0.880625 -2.911522 -0.885474 0.6 0.8 -1.2 0.29
```
Positions in Å, forces in eV/Å.

Its HOMO energy is -9.3 eV. The value obtained for the HOMO-LUMO gap is 9.95 eV. For the energy relative to the best compared isomer or geometry (same formula, charge and spin), the calculation gives 2.7306 eV. The calculation puts the LUMO energy at 0.641 eV. Its multiplicity is 1. The value obtained for the total energy is -1362.607030 a.u. For the maximum force, the calculation gives 3.70 eV Å⁻¹.

***

3.
This record from OMol25 describes a 9-piece molecular cluster, C9H22Cl14O2 overall at a distorted geometry. The level of theory is ωB97M-V with the def2-TZVPD basis set.

The geometry in XYZ format:
```
47
Properties=species:S:1:pos:R:3:forces:R:3:nbo_charge:R:1
C 0.205199 -4.266356 -2.954012 -1.8 1.5 0.0 -0.36
Cl -0.194838 -3.761477 -1.243937 -0.1 -1.1 -0.5 -0.07
Cl -0.667398 -5.568319 -3.831757 0.3 0.4 1.1 -0.02
H -0.112254 -3.340260 -3.430925 0.5 -0.3 -0.5 0.23
H 1.239816 -4.440319 -3.004501 1.1 -0.3 0.0 0.22
C -3.835160 -1.466583 -1.120515 -1.1 -2.3 0.7 -0.39
Cl -4.532219 -0.001482 -1.724916 -0.1 0.3 0.2 0.01
Cl -4.194565 -1.940994 0.617800 0.4 0.9 -0.5 -0.07
H -4.310292 -2.354272 -1.561050 0.2 0.8 -0.6 0.23
H -2.784509 -1.520881 -1.292697 0.7 0.3 0.1 0.23
C -3.761132 -1.570400 -5.033064 0.7 1.4 1.0 -0.41
Cl -2.783624 -2.812173 -4.329356 1.0 -1.1 0.1 -0.02
Cl -3.093303 -0.761720 -6.455361 -0.2 -0.4 0.0 -0.01
H -4.710190 -2.006914 -5.144259 -1.2 -0.2 -0.9 0.22
H -3.793154 -0.831205 -4.244258 -0.3 0.4 -0.2 0.22
C -1.143976 1.569090 3.227491 -0.3 -0.1 1.0 -0.38
Cl -1.225597 1.605917 5.049572 0.0 0.1 -0.8 -0.06
Cl -2.790148 1.718086 2.523545 0.6 0.0 0.1 -0.05
H -0.509330 2.421678 2.918596 -0.5 -0.8 0.0 0.25
H -0.801818 0.549695 3.009237 0.2 0.7 -0.2 0.23
C -2.083797 3.701505 -0.499442 0.4 -1.8 -0.4 -0.42
Cl -0.487032 3.727200 0.319181 -0.2 -0.3 -0.1 -0.05
Cl -2.511759 5.326960 -0.915862 -0.4 0.4 -0.5 0.01
H -2.012349 2.962789 -1.373158 0.0 1.5 1.0 0.23
H -2.816503 3.294847 0.197940 0.2 0.2 0.0 0.23
C -0.265977 -0.153377 0.029570 -0.5 1.8 1.3 -0.41
Cl 1.305654 -0.483356 0.802227 -0.2 -0.2 -0.6 -0.02
Cl -0.302983 0.105862 -1.719727 0.3 -0.1 0.1 -0.03
H -0.977163 -0.942488 0.242322 0.2 -0.2 0.2 0.22
H -0.579197 0.817441 0.533902 0.1 -1.3 -0.9 0.23
C -2.204660 -3.821454 4.158989 -1.4 0.1 0.2 -0.41
Cl -0.741235 -4.556377 3.636110 1.2 0.0 -0.4 0.01
Cl -2.147336 -2.080202 4.602253 0.2 -0.6 -0.2 -0.04
H -2.938502 -3.947256 3.351668 0.2 0.3 0.4 0.22
H -2.511065 -4.381833 5.038099 -0.2 0.3 0.0 0.22
C 6.984444 2.255786 -0.002817 2.8 -1.5 1.2 -0.24
O 5.887316 2.977006 -0.341032 -0.9 2.7 -1.1 -0.73
H 7.967417 2.825582 -0.240533 -1.5 -1.1 0.6 0.17
H 6.914353 1.931571 1.078317 0.5 0.6 -0.8 0.16
H 6.988644 1.307120 -0.548086 0.1 0.2 -0.2 0.18
H 6.187066 3.908571 -0.403648 -0.8 -0.8 0.0 0.48
C 4.025601 2.172618 2.038310 -0.6 1.6 -0.5 -0.25
O 3.474309 2.751584 0.840049 -0.7 -0.4 0.2 -0.77
H 3.239250 2.170534 2.837762 0.5 -0.5 -1.0 0.18
H 4.511900 1.228749 1.854880 -0.2 -0.6 0.1 0.16
H 4.773078 2.863902 2.398881 0.6 0.2 0.4 0.16
H 4.119036 2.815623 0.108211 0.0 -0.3 1.0 0.50
```
Positions in Å, forces in eV/Å.

Its HOMO energy is -9.7 eV. The value obtained for the HOMO-LUMO gap is 10.12 eV. As for the SMILES: ClCCl.ClCCl.ClCCl.ClCCl.ClCCl.ClCCl.ClCCl.CO.CO. For the energy relative to the best compared isomer or geometry (same formula, charge and spin), the calculation gives 0.8688 eV. The calculation puts the LUMO energy at 0.397 eV. Its multiplicity is 1. The value obtained for the total energy is -6949.180379 a.u. For the maximum force, the calculation gives 3.45 eV Å⁻¹.

***

4.
This record from OMol25 describes C9H22Cl2HfO3P2 as an isolated structure at a distorted geometry. The level of theory is ωB97M-V with the def2-TZVPD basis set.

The geometry in XYZ format:
```
39
Properties=species:S:1:pos:R:3:forces:R:3:nbo_charge:R:1
Hf -0.299085 0.214795 0.441801 3.1 3.6 -0.2 1.70
H 1.241566 1.845179 -3.783566 -1.3 -0.2 -1.1 0.00
H 1.784015 1.915967 -3.344896 1.3 0.2 1.1 0.01
P -1.591449 -0.312859 -1.728854 -1.8 -1.3 -3.2 0.77
P 1.691693 -1.107977 1.264171 0.9 2.2 0.9 1.00
C 1.081268 -0.773122 2.956797 -0.3 -0.2 0.3 -0.99
H 1.773346 -1.285014 3.639456 -0.4 0.1 0.2 0.31
H 1.010998 0.295169 3.220146 0.5 -0.1 -0.3 0.28
H 0.056830 -1.146983 3.113390 0.5 -0.5 0.2 0.24
C 2.143771 -2.815926 1.114999 -0.7 0.1 -0.6 -0.95
H 2.328482 -2.916774 0.044028 0.5 -0.3 0.0 0.28
H 3.000889 -3.071427 1.745738 -0.3 -0.1 -0.2 0.29
H 1.233069 -3.393774 1.278331 0.3 -0.3 0.4 0.27
C 3.195609 -0.129863 1.063705 0.3 0.1 -0.2 -0.96
H 3.050868 0.938802 1.263771 -0.1 -0.4 0.3 0.29
H 4.007142 -0.551780 1.667436 -0.1 0.1 -0.1 0.28
H 3.467068 -0.177349 0.007083 0.2 -0.2 0.0 0.27
C -1.544925 -2.088542 -2.166508 0.3 -0.2 0.3 -0.90
H -2.226471 -2.290728 -3.003747 0.2 0.2 0.2 0.27
H -0.519135 -2.353203 -2.451933 -0.3 -0.1 0.1 0.25
H -1.861058 -2.681291 -1.301645 0.2 -0.1 -0.2 0.24
C -3.400562 -0.105785 -1.578075 -0.3 0.4 0.7 -0.92
H -3.621659 0.941900 -1.346058 -0.2 -0.2 0.1 0.26
H -3.893137 -0.351303 -2.525120 0.3 0.0 0.1 0.28
H -3.809138 -0.779588 -0.819785 -0.1 0.3 0.1 0.24
C -1.495033 0.334964 -3.478595 1.0 0.8 -0.2 -0.88
H -0.626662 -0.076744 -4.017586 0.0 0.3 0.5 0.26
H -2.361727 0.042354 -4.102467 0.1 0.0 0.9 0.27
H -1.428834 1.435872 -3.473957 0.0 -0.4 -0.1 0.26
C -1.859887 -0.632182 1.849963 -8.8 -2.4 2.8 0.45
O -2.933974 -0.954469 2.212534 6.8 1.9 -1.9 -0.24
H 0.444363 -1.337352 -0.160366 -0.9 -0.9 -1.1 -0.33
Cl -1.132632 4.278526 2.853943 -0.2 -0.2 -0.2 0.06
C 0.412204 3.841625 2.105403 -0.6 0.9 0.7 -0.35
Cl 1.430222 3.091561 3.373122 0.1 -0.1 -0.5 0.03
C 0.220595 2.792609 0.988654 -0.6 -1.8 -0.9 0.77
O -1.002301 2.309643 0.741143 2.4 0.1 0.5 -0.75
O 1.216924 2.196272 0.435855 -2.4 0.0 1.0 -0.67
H 0.816750 4.858797 1.901689 0.3 -1.2 -0.7 0.31
```
Positions in Å, forces in eV/Å.

Its HOMO energy is -15.6 eV. The value obtained for the HOMO-LUMO gap is 6.13 eV. For the energy relative to the best compared isomer or geometry (same formula, charge and spin), the calculation gives 0.9445 eV. As for the charge: +2. The calculation puts the LUMO energy at -9.449 eV. Its multiplicity is 1. The value obtained for the total energy is -2232.273450 a.u. For the maximum force, the calculation gives 9.51 eV Å⁻¹.